Entry 1:
DFT (wB97M-V/def2-TZVPD) results for a 3-piece molecular cluster, C3H13N3O2 overall.

The geometry in XYZ format:
```
21
Properties=species:S:1:pos:R:3:lowdin_charge:R:1
C -0.634 2.744 0.804 -0.097
C 0.316 1.498 1.195 -0.305
N -0.089 0.249 0.583 -0.012
C 0.351 -0.156 -0.686 -0.669
N 1.565 0.387 -1.109 0.084
N -0.500 -0.929 -1.252 0.074
H -1.200 2.565 -0.133 0.062
H -1.442 2.836 1.546 0.048
H -0.003 3.613 0.617 0.046
H 0.381 1.491 2.277 0.076
H 1.235 1.681 0.660 0.058
H -0.980 -0.104 0.894 0.093
H 2.316 0.338 -0.435 0.033
H 1.804 -0.031 -2.004 0.057
H -0.214 -1.145 -2.202 0.011
H 1.684 -3.556 -1.308 -0.036
H 1.740 -2.690 -0.005 -0.057
O 2.014 -2.725 -0.937 -0.309
H -2.702 -1.989 1.309 -0.004
H -2.515 -1.970 -0.275 -0.008
O -3.129 -2.109 0.462 -0.142
```

Results
frontier orbital gap (spin up / spin down)	2.8 / 8.7	eV
E_HOMO (spin up / spin down)	0.92 / -5.13	eV
charge	-1
LUMO level (spin up / spin down)	3.68 / 3.61	eV
energy relative to the best compared isomer or geometry (same formula, charge and spin)	0.0	kcal per mole
multiplicity	2


Entry 2:
DFT (wB97M-V/def2-TZVPD) results for C23H33BrI2N5O7 as an isolated structure.

The geometry in XYZ format:
```
71
Properties=species:S:1:pos:R:3:lowdin_charge:R:1
C 2.899 -0.199 3.494 0.025
C 2.891 -0.233 2.157 -0.200
C 1.832 0.394 1.287 -0.212
C 0.426 0.545 1.946 -0.050
C -0.629 -0.401 1.414 -0.330
C -2.007 -0.289 2.119 -0.094
C -2.229 0.957 2.957 -0.796
O -1.825 1.065 4.058 0.073
Br -3.295 2.410 2.216 0.752
N -0.193 -1.761 1.569 0.142
C 0.232 -2.222 2.613 -0.393
O 0.650 -2.672 3.593 0.210
N -0.780 -0.124 -0.120 -0.063
C -1.459 -1.276 -0.804 -0.031
C -1.186 -1.471 -2.293 -0.175
O -2.349 -2.158 -2.752 -0.022
C -2.544 -2.145 -4.128 -0.497
C -2.907 -0.834 -4.759 0.031
O -2.479 -3.164 -4.731 0.173
N -1.699 1.002 -0.129 0.145
C -2.127 1.412 -1.213 -0.229
O -2.528 1.885 -2.188 0.270
C 0.479 0.458 -0.726 -0.068
C 1.838 -0.054 -0.233 -0.406
N 2.940 0.690 -0.829 -0.041
C 2.849 2.005 -1.424 -0.241
C 3.537 3.117 -0.584 -0.175
C 2.522 4.153 -0.053 -0.258
C 2.928 4.796 1.290 -0.096
C 2.139 -1.541 -0.636 -0.583
I 2.556 -3.133 0.703 1.200
C 2.257 -1.938 -1.917 -0.771
C 2.558 -3.342 -2.384 -0.254
I 2.113 -0.666 -3.609 1.098
H 2.412 0.620 4.018 0.074
H 3.331 -0.983 4.104 0.074
H 3.733 -0.684 1.644 0.067
H 2.139 1.445 1.219 0.136
H 0.467 0.536 3.033 0.124
H 0.060 1.549 1.694 0.130
H -2.079 -1.089 2.856 0.134
H -2.833 -0.455 1.427 0.070
H -1.198 -2.211 -0.312 0.140
H -2.539 -1.203 -0.675 0.141
H -1.093 -0.531 -2.846 0.083
H -0.323 -2.109 -2.474 0.100
H -3.961 -0.608 -4.591 0.105
H -2.320 0.009 -4.395 0.066
H -2.743 -0.928 -5.830 0.099
H 0.466 1.506 -0.434 0.121
H 0.430 0.504 -1.813 0.058
H 3.743 0.133 -1.055 0.120
H 3.366 1.983 -2.388 0.090
H 1.839 2.350 -1.645 0.101
H 4.012 2.659 0.283 0.101
H 4.254 3.655 -1.205 0.112
H 2.351 4.924 -0.806 0.108
H 1.554 3.656 0.095 0.080
H 3.900 4.423 1.613 0.069
H 2.983 5.882 1.227 0.070
H 2.193 4.573 2.064 0.065
H 2.567 -3.404 -3.469 0.036
H 3.546 -3.653 -2.037 0.065
H 1.804 -4.046 -2.025 0.063
C -6.198 -1.946 2.752 0.067
N -4.940 -1.989 1.959 -0.431
O -4.792 -1.169 1.068 0.034
O -4.123 -2.836 2.246 0.077
H -6.812 -1.139 2.372 0.100
H -6.685 -2.909 2.632 0.109
H -5.920 -1.784 3.789 0.108
```

Results
frontier orbital gap	8.0	eV
E_HOMO	-11.37	eV
charge	+1
LUMO level	-3.40	eV
multiplicity	1


| no. | total energy (eV) |
| --- | --- |
| 1 | -11885.96486 |
| 2 | -132398.77622 |